This record from the Open Molecules 2025 dataset describes a 2-piece molecular cluster, C9H11O3 overall. The level of theory is ωB97M-V/def2-TZVPD.

```
23
Properties=species:S:1:pos:R:3:forces:R:3
C 0.987 -3.759 0.869 0.1 -0.1 0.6
C 2.122 -3.282 -0.041 -0.2 0.7 -0.2
O 2.225 -2.001 -0.160 -0.1 -0.7 0.4
O 2.788 -4.113 -0.650 0.1 -0.2 0.0
H 0.047 -3.578 0.358 -0.2 -0.2 -0.3
H 0.884 -3.211 1.810 0.3 0.2 -0.1
H 1.123 -4.811 1.118 -0.2 0.0 -0.2
C -2.252 3.097 -1.227 0.7 0.9 -0.7
C -0.090 0.091 -0.557 -0.1 -0.4 -0.2
C -0.919 0.994 -1.210 0.8 0.6 0.6
C 0.406 0.364 0.719 0.6 0.5 0.5
C -1.132 2.261 -0.657 -1.1 -0.5 0.0
C 0.209 1.652 1.262 0.0 -0.1 -0.5
C -0.504 2.591 0.543 -0.1 -0.1 -0.1
O 1.158 -0.476 1.421 -0.2 -0.5 0.1
H 0.235 -0.845 -0.997 -0.2 0.0 -0.1
H -1.297 0.812 -2.206 -0.2 -0.3 0.0
H 1.549 -1.299 0.822 0.1 0.9 -0.4
H 0.687 1.890 2.201 0.0 0.0 0.0
H -1.971 4.145 -1.407 0.1 0.0 0.3
H -3.179 3.125 -0.662 0.0 -0.2 0.4
H -0.572 3.621 0.867 -0.2 0.1 0.4
H -2.502 2.732 -2.215 -0.2 -0.2 -0.3
```
Positions in Å, forces in eV/Å.

Output
* energy relative to the best compared isomer or geometry (same formula, charge and spin): 4.0 kcal per mole
* frontier orbital gap: 7.78 eV
* highest occupied orbital energy: -4.460 eV
* total charge: -1

These are the Löwdin partial charges, in e, on atoms 1 to 6:
1. C -0.03
2. C -0.71
3. O -0.07
4. O -0.03
5. H 0.07
6. H 0.06